(1)
Below is C23H14Br4N3O3PdS3 as an isolated structure, with properties calculated with ωB97M-V with the def2-TZVPD basis set.

```
51
Properties=species:S:1:pos:R:3
Pd -0.47 -0.42 -0.85
C 2.35 -0.07 2.38
C 1.30 -0.62 1.44
N 0.80 0.15 0.53
N 1.29 1.46 0.49
C 1.05 2.07 -0.62
S 0.16 1.47 -1.96
S 1.71 3.69 -0.85
C 2.41 4.07 0.78
C 1.43 4.69 1.73
C 1.23 6.07 1.72
C 0.31 6.66 2.57
C -0.42 5.88 3.45
C -0.23 4.51 3.47
C 0.69 3.92 2.61
C 0.91 -2.02 1.59
C 1.77 -2.90 2.28
C 1.46 -4.22 2.49
C 0.23 -4.70 2.02
C -0.64 -3.88 1.35
C -0.31 -2.52 1.08
O -1.17 -1.80 0.44
H 2.20 0.99 2.53
H 3.34 -0.20 1.94
H 2.32 -0.59 3.33
H 3.23 4.76 0.58
H 2.83 3.15 1.18
H 1.80 6.69 1.03
H 0.17 7.74 2.55
H -1.14 6.34 4.12
H -0.81 3.89 4.15
H 0.82 2.84 2.61
H 2.73 -2.53 2.64
H 2.15 -4.87 3.00
H -0.04 -5.74 2.18
H -1.58 -4.24 0.95
Br -4.59 -4.62 -6.20
C -3.63 -3.47 -5.05
C -3.45 -2.07 -5.43
Br -4.24 -1.46 -7.03
C -2.69 -1.24 -4.70
Br -2.33 0.53 -5.17
C -2.12 -1.65 -3.39
O -1.65 -0.80 -2.65
C -2.40 -3.07 -2.93
O -2.17 -3.42 -1.80
C -3.08 -3.96 -3.92
Br -3.20 -5.74 -3.39
S -0.12 -3.32 -4.36
C 0.66 -2.89 -2.96
N 1.17 -2.56 -1.97
```

Largest force on an atom   0.369 eV/A
Total charge   -1
Calculated total energy   -12893.4216 Ha
Orbital gap   5.8 eV
LUMO   0.835 eV
Highest occupied orbital energy   -4.946 eV



(2)
Below is C23H14BrClN4O2Pd as an isolated structure, with properties calculated with ωB97M-V with the def2-TZVPD basis set.

```
46
Properties=species:S:1:pos:R:3
Pd 0.61 0.38 -0.20
Br 1.84 2.21 2.75
C 0.60 0.82 3.06
C 0.17 0.58 4.35
C -0.71 -0.47 4.54
C -1.13 -1.23 3.46
C -0.65 -0.90 2.21
N 0.20 0.11 2.02
C -1.08 -1.71 0.99
O -1.74 -2.72 1.19
O -0.66 -1.29 -0.15
H 0.53 1.19 5.17
H -1.07 -0.69 5.54
H -1.81 -2.06 3.55
N 0.39 0.26 -2.51
C -0.11 0.41 -3.53
C -0.79 0.57 -4.77
C -1.31 -0.56 -5.43
N -1.74 -1.49 -5.97
C -0.94 1.86 -5.34
N -1.05 2.91 -5.80
Cl 1.08 -5.64 0.57
C 1.67 -4.03 0.31
C 1.80 -3.55 -0.98
C 2.25 -2.26 -1.18
C 2.56 -1.42 -0.09
C 2.93 -0.06 -0.28
C 2.47 -1.97 1.21
C 2.02 -3.25 1.41
H 1.54 -4.18 -1.82
H 2.34 -1.87 -2.19
H 3.18 0.29 -1.28
H 3.34 0.50 0.55
H 2.72 -1.34 2.06
H 1.92 -3.66 2.41
C -2.75 3.95 -0.66
C -1.43 4.29 -0.43
C -0.46 3.30 -0.27
C -0.81 1.95 -0.35
C -2.14 1.61 -0.58
C -3.11 2.60 -0.74
H -3.51 4.72 -0.78
H -1.15 5.33 -0.37
H 0.56 3.59 -0.08
H -2.43 0.57 -0.64
H -4.14 2.32 -0.91
```

Largest force on an atom   0.675 eV/A
Spin multiplicity   5
Calculated total energy   -4416.2747 Ha
Orbital gap (alpha / beta)   7.5 / 4.6 eV
LUMO (alpha / beta)   0.046 / -4.152 eV
<S²>   6.07
Highest occupied orbital energy (alpha / beta)   -7.462 / -8.753 eV



(3)
Below is C23H14BrIrN3O4S as an isolated structure, with properties calculated with ωB97M-V with the def2-TZVPD basis set.

```
47
Properties=species:S:1:pos:R:3
Ir 0.27 0.47 -0.43
Br 5.99 5.10 0.25
C 4.84 3.69 0.02
C 5.33 2.42 -0.28
C 4.42 1.40 -0.45
C 3.02 1.61 -0.32
O 2.27 0.58 -0.48
C 2.50 2.93 0.00
C 1.13 3.26 0.16
N 0.08 2.37 0.03
C -1.23 2.80 0.22
C -1.65 4.07 0.56
C -3.03 4.35 0.71
C -3.98 3.39 0.54
C -3.58 2.07 0.18
C -4.48 1.00 -0.01
C -4.02 -0.24 -0.34
C -2.64 -0.44 -0.49
N -1.78 0.54 -0.32
C -2.22 1.80 0.02
C 3.44 3.94 0.15
H 6.39 2.25 -0.38
H 4.73 0.40 -0.68
H 0.90 4.28 0.40
H -0.95 4.88 0.71
H -3.32 5.36 0.98
H -5.03 3.61 0.66
H -5.55 1.18 0.12
H -4.69 -1.08 -0.48
H -2.25 -1.41 -0.74
H 3.13 4.95 0.39
O -0.11 -3.68 3.04
S -0.86 -3.56 1.84
O -2.29 -3.68 1.85
N -0.47 -2.11 1.08
C 0.09 -2.36 -0.05
O 0.43 -1.39 -0.88
C 0.32 -3.77 -0.43
C 0.90 -4.30 -1.57
C 0.97 -5.69 -1.66
C 0.47 -6.50 -0.65
C -0.12 -5.96 0.49
C -0.17 -4.58 0.57
H 1.29 -3.66 -2.35
H 1.42 -6.14 -2.53
H 0.54 -7.57 -0.75
H -0.51 -6.59 1.27
```

Largest force on an atom   1.123 eV/A
Spin multiplicity   5
Total charge   +1
Calculated total energy   -4426.3170 Ha
Orbital gap (alpha / beta)   6.2 / 5.4 eV
LUMO (alpha / beta)   -3.452 / -6.363 eV
<S²>   6.05
Highest occupied orbital energy (alpha / beta)   -9.637 / -11.787 eV



(4)
Below is C23H14BrN3O5Re as an isolated structure, with properties calculated with ωB97M-V with the def2-TZVPD basis set.

```
47
Properties=species:S:1:pos:R:3
Re 0.30 0.16 -0.29
Br -4.25 5.76 -1.69
C -2.97 4.41 -1.61
C -2.47 3.85 -2.80
C -1.52 2.85 -2.78
C -1.06 2.39 -1.56
O -0.08 1.44 -1.56
C -1.54 2.93 -0.35
C -1.01 2.54 0.91
N -0.24 1.51 1.10
C 0.49 1.34 2.33
C 0.13 1.75 3.58
C 1.02 1.55 4.66
C 2.24 0.95 4.47
C 2.61 0.50 3.18
C 3.84 -0.12 2.87
C 4.10 -0.53 1.58
C 3.14 -0.35 0.59
N 1.96 0.23 0.86
C 1.71 0.69 2.13
C -2.50 3.97 -0.40
H -2.84 4.21 -3.75
H -1.12 2.43 -3.69
H -1.20 3.19 1.76
H -0.83 2.22 3.77
H 0.72 1.88 5.65
H 2.92 0.81 5.30
H 4.57 -0.28 3.65
H 5.04 -1.00 1.32
H 3.30 -0.68 -0.43
H -2.86 4.41 0.52
O -0.42 -1.44 1.70
C -0.82 -2.06 0.74
O -0.46 -1.53 -0.50
C -1.60 -3.29 0.70
C -1.99 -3.87 -0.51
C -2.74 -5.03 -0.51
C -3.08 -5.58 0.72
C -2.71 -5.03 1.93
C -1.96 -3.87 1.92
N -3.89 -6.82 0.73
O -4.21 -7.27 -0.35
O -4.15 -7.29 1.81
H -1.70 -3.41 -1.45
H -3.06 -5.51 -1.42
H -3.01 -5.51 2.85
H -1.65 -3.40 2.85
```

Largest force on an atom   0.556 eV/A
Spin multiplicity   2
Total charge   +2
Calculated total energy   -4076.9960 Ha
Orbital gap (alpha / beta)   6.6 / 6.5 eV
LUMO (alpha / beta)   -8.054 / -8.223 eV
<S²>   0.75
Highest occupied orbital energy (alpha / beta)   -14.689 / -14.681 eV



(5)
Below is C23H14BrN3O5Re as an isolated structure, with properties calculated with ωB97M-V with the def2-TZVPD basis set.

```
47
Properties=species:S:1:pos:R:3
Re -0.57 -0.33 1.72
Br 5.33 -4.23 3.68
C 3.69 -3.36 3.45
C 2.91 -3.03 4.57
C 1.69 -2.40 4.43
C 1.24 -2.07 3.16
O 0.01 -1.48 3.05
C 2.00 -2.39 2.02
C 1.52 -2.17 0.71
N 0.47 -1.45 0.40
C -0.12 -1.54 -0.90
C 0.47 -1.87 -2.09
C -0.32 -1.95 -3.25
C -1.67 -1.72 -3.22
C -2.30 -1.36 -2.00
C -3.68 -1.10 -1.84
C -4.17 -0.75 -0.61
C -3.31 -0.62 0.47
N -1.99 -0.85 0.36
C -1.49 -1.25 -0.86
C 3.23 -3.06 2.19
H 3.28 -3.28 5.55
H 1.08 -2.15 5.29
H 2.02 -2.70 -0.10
H 1.53 -2.06 -2.16
H 0.16 -2.21 -4.19
H -2.27 -1.81 -4.12
H -4.34 -1.19 -2.70
H -5.23 -0.56 -0.46
H -3.66 -0.31 1.45
H 3.82 -3.33 1.32
O 0.18 3.48 2.74
C 0.04 2.85 1.77
O -0.30 1.41 1.98
C 0.04 3.24 0.34
C -0.05 2.32 -0.70
C -0.04 2.76 -2.01
C 0.06 4.11 -2.25
C 0.16 5.05 -1.24
C 0.15 4.60 0.07
N 0.07 4.57 -3.67
O -0.05 3.71 -4.51
O 0.12 5.76 -3.86
H -0.10 1.26 -0.53
H -0.10 2.07 -2.85
H 0.24 6.10 -1.49
H 0.22 5.31 0.89
```

Largest force on an atom   0.436 eV/A
Spin multiplicity   2
Total charge   +2
Calculated total energy   -4076.9791 Ha
Orbital gap (alpha / beta)   6.5 / 6.4 eV
LUMO (alpha / beta)   -8.194 / -8.322 eV
<S²>   0.76
Highest occupied orbital energy (alpha / beta)   -14.705 / -14.694 eV



(6)
Below is C23H14CrI2N4O7S5 as an isolated structure, with properties calculated with ωB97M-V with the def2-TZVPD basis set.

```
56
Properties=species:S:1:pos:R:3
Cr -0.77 1.38 -0.93
I 4.53 -4.19 -5.37
C 2.16 -0.24 -4.71
C 1.35 2.35 -5.62
C 0.70 2.71 -4.46
I -1.33 3.19 -4.59
C 1.04 2.60 -3.10
O 0.17 2.72 -2.14
C 2.43 0.44 -2.53
C 2.40 0.08 -1.02
N 1.44 0.95 -0.37
C 1.40 0.89 1.08
C 0.51 1.98 1.68
C 0.68 2.32 3.00
C -0.17 3.25 3.55
C -1.17 3.81 2.79
C -1.27 3.42 1.47
N -0.45 2.52 0.93
C 2.84 -0.66 -3.44
H 0.90 2.76 -6.53
H 3.38 0.25 -0.57
H 2.11 -0.96 -0.89
H 1.68 1.91 -0.64
H 2.39 0.97 1.57
H 0.92 -0.03 1.39
H 1.41 1.84 3.65
H -0.04 3.48 4.60
H -1.83 4.56 3.20
H -2.06 3.79 0.81
H 3.23 -1.66 -3.26
S 2.18 -2.17 -6.71
C 1.58 -1.43 -5.44
S 0.04 -1.94 -4.69
C 0.09 -0.74 -3.46
C 1.41 -0.13 -3.44
S 2.76 2.23 -2.75
S 2.62 1.16 -5.87
S -1.30 -0.33 -2.62
O -0.38 -1.79 -0.10
C -1.17 -1.18 0.62
O -1.53 0.04 0.51
C -1.73 -1.86 1.89
C -2.42 -3.04 1.88
C -2.85 -3.57 3.10
C -2.61 -2.98 4.31
C -1.94 -1.79 4.25
C -1.47 -1.19 3.09
N -1.53 -1.06 5.54
O -2.03 -1.45 6.57
O -0.78 -0.16 5.44
N -3.54 -4.90 3.04
O -3.81 -5.45 4.09
O -3.79 -5.34 1.95
H -2.57 -3.57 0.95
H -2.87 -3.53 5.24
H -0.91 -0.27 3.05
```

Largest force on an atom   3.159 eV/A
Spin multiplicity   4
Total charge   -1
Calculated total energy   -5261.1943 Ha
Orbital gap (alpha / beta)   4.9 / 4.9 eV
LUMO (alpha / beta)   0.641 / 0.640 eV
<S²>   3.80
Highest occupied orbital energy (alpha / beta)   -4.243 / -4.252 eV



(7)
Below is one molecule with the formula C23H15Cl2NO4, with properties calculated with ωB97M-V with the def2-TZVPD basis set.

```
45
Properties=species:S:1:pos:R:3
C 3.39 0.49 -0.72
O 2.33 1.02 0.05
C 1.13 0.39 0.02
C 0.78 -0.60 -0.87
C -0.52 -1.12 -0.89
N -0.79 -2.13 -1.82
C -1.97 -2.73 -2.10
O -3.02 -2.52 -1.53
C -1.88 -3.79 -3.17
C -2.61 -4.95 -2.95
C -2.62 -5.99 -3.86
C -1.90 -5.86 -5.04
Cl -1.90 -7.13 -6.19
C -1.19 -4.70 -5.30
C -1.18 -3.68 -4.37
Cl -0.31 -2.23 -4.79
C -1.47 -0.63 0.00
C -1.11 0.35 0.90
C 0.18 0.86 0.95
C 0.57 1.84 1.97
C -0.12 2.98 2.18
C 0.31 3.92 3.18
C -0.34 5.13 3.44
C 0.15 5.99 4.40
C 1.30 5.66 5.11
C 1.96 4.47 4.87
C 1.47 3.60 3.91
O 2.13 2.44 3.71
C 1.73 1.50 2.80
O 2.33 0.45 2.77
H 4.26 1.08 -0.47
H 3.58 -0.56 -0.47
H 3.19 0.59 -1.80
H 1.50 -0.98 -1.58
H 0.01 -2.40 -2.37
H -3.18 -5.02 -2.03
H -3.19 -6.88 -3.67
H -0.64 -4.59 -6.23
H -2.48 -1.02 -0.02
H -1.84 0.71 1.61
H -0.99 3.22 1.59
H -1.23 5.37 2.88
H -0.36 6.92 4.60
H 1.68 6.34 5.86
H 2.85 4.20 5.41
```

Largest force on an atom   0.879 eV/A
Calculated total energy   -2161.6072 Ha
Orbital gap   8.0 eV
LUMO   -0.047 eV
Highest occupied orbital energy   -8.085 eV
SMILES string   COc1cc(NC(=O)c2ccc(Cl)cc2Cl)ccc1-c1cc2ccccc2oc1=O



(8)
Below is C23H15Cl2O4S as an isolated structure, with properties calculated with ωB97M-V with the def2-TZVPD basis set.

```
45
Properties=species:S:1:pos:R:3
Cl 3.32 -2.89 7.27
C 2.53 -2.68 5.76
C 3.27 -2.69 4.58
C 2.62 -2.54 3.35
C 1.24 -2.37 3.30
S 0.39 -2.33 1.71
C -0.02 -0.62 1.30
Cl -1.56 -0.12 1.90
O 1.37 -2.68 0.70
O -0.82 -3.11 1.85
C 0.49 -2.35 4.48
C 1.14 -2.50 5.72
H 4.35 -2.82 4.62
H 3.19 -2.58 2.42
H 0.76 -0.04 1.80
H -0.59 -2.23 4.44
H 0.57 -2.48 6.64
C -1.67 5.64 -2.56
C -1.80 4.30 -2.95
C -1.26 3.31 -2.13
C -0.60 3.64 -0.94
C -0.48 4.97 -0.54
C -1.02 5.97 -1.35
C -0.09 2.40 -0.27
O 0.59 2.36 0.75
C -0.51 1.26 -1.15
C -0.26 -0.05 -0.95
C -0.36 -0.99 -2.04
C 0.11 -0.68 -3.35
C -0.16 -1.50 -4.43
C -0.87 -2.70 -4.25
C -1.25 -3.08 -2.96
C -0.96 -2.26 -1.86
C -1.30 1.84 -2.32
O -1.90 1.26 -3.21
H -2.07 6.43 -3.19
H -2.30 4.01 -3.88
H 0.03 5.19 0.40
H -0.93 7.01 -1.06
H 0.10 -0.47 0.08
H 0.69 0.24 -3.50
H 0.18 -1.20 -5.43
H -1.13 -3.32 -5.11
H -1.78 -4.01 -2.79
H -1.25 -2.56 -0.85
```

Largest force on an atom   6.672 eV/A
Total charge   -1
Calculated total energy   -2504.9300 Ha
Orbital gap   5.5 eV
LUMO   2.381 eV
Highest occupied orbital energy   -3.143 eV



Which of these has the lowest calculated total energy? C23H14Br4N3O3PdS3



Which value of calculated total energy does entry 4 give? -4076.9960 Ha



Number 4 is which compound? C23H14BrN3O5Re



What is the formula in the second record? C23H14BrClN4O2Pd